[1]
Molecular formula: C4H6N4
Method: DFT, ωB97M-V/def2-TZVPD

Values from the calculation:
HOMO	-8.5	eV
ΔE to the lowest compared entry with this formula, charge and spin	279.9	kcal/mol
HOMO-LUMO gap	7.77	eV
total charge	0
max |F|	6.4	eV Å⁻¹
multiplicity	1

Each line ends with the Mulliken charge.
Positions of all 14 atoms, in Å:
H: 2.2651 0.4160 2.0065  0.32
N: 0.1287 1.7279 0.0035  0.05
N: -0.6040 -0.6270 0.2706  -0.30
H: -1.5996 -1.1512 -2.1204  0.24
H: -0.1151 2.6462 0.0015  0.28
N: 0.8043 1.6470 1.1302  -0.43
H: -0.7629 -2.9743 0.1594  0.16
C: 2.0314 -0.2596 -0.0579  0.38
N: 2.6289 -0.8693 -0.8858  -0.40
C: -1.4563 -1.3359 -0.5500  -0.62
H: -2.9103 -1.2438 0.2275  0.18
C: 1.5195 0.5363 1.1068  -0.04
H: -1.3321 0.8801 -1.0094  0.36
C: -0.5974 0.6076 -0.2825  -0.19

---

[2]
Molecular formula: C4H6N4
Method: DFT, ωB97M-V/def2-TZVPD

Values from the calculation:
HOMO	-8.6	eV
ΔE to the lowest compared entry with this formula, charge and spin	179.7	kcal/mol
HOMO-LUMO gap	8.02	eV
total charge	0
max |F|	6.7	eV Å⁻¹
multiplicity	1

Each line ends with the Mulliken charge.
Positions of all 14 atoms, in Å:
N: 0.6713 0.6517 -0.9509  -0.43
H: -2.1848 1.7656 0.1361  0.31
N: 1.1791 -1.6315 -0.4270  -0.39
H: -0.4294 3.4315 0.1905  0.23
C: -1.2802 1.0346 0.1945  -0.42
C: 0.3783 -0.5611 -0.0939  0.32
H: -1.2553 -1.1086 0.9061  0.54
N: 0.2221 2.9360 -0.5451  -0.68
C: -1.0181 -0.1902 0.4291  -0.53
C: -0.1758 1.6589 -0.6003  0.62
H: 1.5050 -3.3460 0.9704  0.28
H: -0.1810 -3.0294 -0.2210  0.27
N: 0.6067 -2.5671 0.4644  -0.53
H: 1.9622 0.9555 -0.4527  0.41

---

[3]
Molecular formula: C4H6N4
Method: DFT, ωB97M-V/def2-TZVPD

Values from the calculation:
HOMO	-8.7	eV
ΔE to the lowest compared entry with this formula, charge and spin	155.2	kcal/mol
HOMO-LUMO gap	8.96	eV
total charge	0
max |F|	8.2	eV Å⁻¹
multiplicity	1

Each line ends with the Mulliken charge.
Positions of all 14 atoms, in Å:
H: 0.9690 -1.4408 2.9715  0.26
C: 0.8671 -0.6169 1.4179  0.48
H: 0.8125 0.9280 -2.2762  0.42
H: -1.9458 -0.1790 -0.1343  0.48
H: -0.7830 0.1646 -2.8067  0.27
N: 1.5411 -1.3348 2.2056  -0.61
N: -0.0216 0.1694 -0.8331  0.52
C: -0.3107 0.9001 -2.0765  -0.96
C: -1.0218 -0.2482 0.0668  -0.30
H: -1.5342 -0.0783 2.4462  0.23
H: -0.9167 1.6962 -2.0308  0.34
N: 1.7608 -0.0142 0.3840  -0.57
C: -0.6372 -0.3698 1.3465  -0.36
N: 1.2205 0.4237 -0.6809  -0.21

---

[4]
Molecular formula: C4H6N4
Method: DFT, ωB97M-V/def2-TZVPD

Values from the calculation:
HOMO (spin up / spin down)	-8.6 / -10.5	eV
ΔE to the lowest compared entry with this formula, charge and spin	0.0	kcal/mol
HOMO-LUMO gap (spin up / spin down)	9.15 / 7.40	eV
total charge	0
max |F|	4.6	eV Å⁻¹
multiplicity	3

Each line ends with the Mulliken charge.
Positions of all 14 atoms, in Å:
C: -0.0166 -0.3537 -0.9710  -0.30
H: 1.6592 0.6804 1.8662  0.28
C: 2.3752 -0.7001 -0.2083  0.63
N: 3.1949 -1.5009 -0.0446  -0.43
N: 1.9943 2.5502 0.0085  -0.43
H: -1.7573 0.8463 -0.3566  0.23
H: -0.3767 -1.3101 -0.3809  0.21
H: -1.6726 0.2260 -1.8513  0.27
C: 1.5936 1.5158 -0.2864  0.25
H: 1.2148 -1.0140 1.9759  0.28
C: 1.2626 0.0972 -0.3153  -0.26
N: 0.8767 -0.0368 1.8727  -0.48
N: -1.0778 0.7056 -1.1041  -0.60
H: 0.2580 -0.6622 -2.0679  0.36

---

[5]
Molecular formula: C4H6N4S
Method: DFT, ωB97M-V/def2-TZVPD

Values from the calculation:
HOMO (spin up / spin down)	-8.8 / -8.8	eV
ΔE to the lowest compared entry with this formula, charge and spin	107.2	kcal/mol
HOMO-LUMO gap (spin up / spin down)	6.71 / 6.72	eV
total charge	0
max |F|	1.6	eV Å⁻¹
multiplicity	1

Each line ends with the Mulliken charge.
Positions of all 15 atoms, in Å:
H: 1.1476 -0.0070 -0.5523  0.30
N: -2.8210 1.4112 0.6101  -0.28
N: -2.9493 -0.5835 -0.1795  -0.28
N: -2.1468 -0.0005 -0.9729  -0.18
N: -3.3604 0.2709 0.7741  -0.23
H: -0.4303 -1.9109 1.2705  0.25
S: -1.4173 2.5780 -1.4819  -0.23
H: -1.0775 1.7581 -2.4788  0.17
H: 0.0313 1.7442 0.7965  0.44
C: 0.4462 -0.3002 0.2168  0.30
H: -0.8724 0.4510 1.7296  0.32
C: -0.2789 0.7148 0.8671  -0.80
C: -2.0283 1.2853 -0.5008  0.59
C: 0.2871 -1.6024 0.5293  -0.63
H: 0.8646 -2.3749 0.0533  0.27

---

[6]
Molecular formula: C4H6NO
Method: DFT, ωB97M-V/def2-TZVPD

Values from the calculation:
SMILES string	C=C/C=C/N[O-]
HOMO	-1.7	eV
ΔE to the lowest compared entry with this formula, charge and spin	16.1	kcal/mol
HOMO-LUMO gap	5.97	eV
total charge	-1
max |F|	3.9	eV Å⁻¹
multiplicity	1

Each line ends with the Mulliken charge.
Positions of all 12 atoms, in Å:
O: 4.2603 -0.0849 0.1602  -0.78
C: -2.0633 0.0563 0.0249  -0.96
C: 1.9065 -0.3834 0.0261  0.03
H: 1.7901 -1.4593 0.4828  0.20
C: 0.5823 0.1357 -0.1726  -0.43
C: -0.7870 -0.4225 0.1367  -0.08
H: 2.8585 1.2155 -0.6258  0.21
N: 3.0366 0.2429 -0.2156  -0.02
H: -0.6316 -1.4121 0.5711  0.15
H: 0.5461 1.1531 -0.5332  0.18
H: -2.3132 1.1522 -0.2197  0.21
H: -2.8179 -0.5567 0.3866  0.29

---

[7]
Molecular formula: C4H6NO
Method: DFT, ωB97M-V/def2-TZVPD

Values from the calculation:
SMILES string	C=C(C)/C=N/[O-]
HOMO (spin up / spin down)	-2.7 / -2.7	eV
ΔE to the lowest compared entry with this formula, charge and spin	11.4	kcal/mol
HOMO-LUMO gap (spin up / spin down)	6.86 / 6.86	eV
total charge	-1
max |F|	5.2	eV Å⁻¹
multiplicity	1

Each line ends with the Mulliken charge.
Positions of all 12 atoms, in Å:
H: 2.3140 -0.1878 1.3642  0.25
C: -0.3251 0.7305 -0.8984  -1.26
H: 0.0002 -1.5874 1.6773  0.20
H: -1.2669 0.9356 -0.4425  0.40
C: -0.4846 -1.0049 0.8167  -0.89
O: 3.8735 1.4192 0.2897  -0.55
C: 1.8610 0.3366 0.4435  -0.55
H: -0.2964 0.3258 -1.9234  0.21
H: -1.4932 -1.1635 0.4949  0.30
H: 0.1768 1.6395 -0.8994  0.40
C: 0.3878 -0.0471 0.2620  0.86
N: 2.7132 1.1546 -0.2146  -0.36

---

[8]
Molecular formula: C4H6NO
Method: DFT, ωB97M-V/def2-TZVPD

Values from the calculation:
HOMO (spin up / spin down)	-11.1 / -17.0	eV
ΔE to the lowest compared entry with this formula, charge and spin	64.6	kcal/mol
HOMO-LUMO gap (spin up / spin down)	6.52 / 7.47	eV
total charge	+1
max |F|	6.3	eV Å⁻¹
multiplicity	3

Each line ends with the Mulliken charge.
Positions of all 12 atoms, in Å:
C: -1.7006 0.8851 -0.0598  -0.67
C: 2.0601 0.1607 -0.2476  0.49
H: -2.2936 1.7088 0.2547  0.28
C: -0.3999 1.0454 0.0534  0.33
H: -0.7988 -1.2304 -0.1622  0.12
H: 0.7860 -1.9144 -0.5818  0.40
O: 3.1841 0.2850 -0.3970  -0.26
C: 0.2898 -1.3572 0.0958  -0.74
H: -2.1652 -0.0941 -0.4289  0.33
H: 0.3223 -1.6170 1.0794  0.38
N: 0.7974 0.0578 0.0697  0.00
H: -0.0815 2.0705 0.3243  0.33

---

[9]
Molecular formula: C4H6NO2
Method: DFT, ωB97M-V/def2-TZVPD

Values from the calculation:
HOMO (spin up / spin down)	-3.7 / -3.5	eV
ΔE to the lowest compared entry with this formula, charge and spin	183.2	kcal/mol
HOMO-LUMO gap (spin up / spin down)	7.27 / 7.02	eV
total charge	-1
max |F|	3.5	eV Å⁻¹
multiplicity	1

Each line ends with the Mulliken charge.
Positions of all 13 atoms, in Å:
H: -0.2876 -2.9190 0.2310  0.24
H: -1.2132 2.1417 -0.7343  0.30
C: 0.2780 -2.4604 1.0583  -0.78
H: -0.4598 0.1670 -1.9163  0.08
C: 0.4422 0.6076 -1.2623  0.35
O: 1.6043 0.5455 -1.7929  -0.78
C: -0.2303 1.8221 -0.4533  -0.66
C: 0.0876 -0.1527 0.0912  -0.41
N: -0.4736 0.8982 0.6375  0.50
H: 1.3004 -2.1281 0.8373  0.30
O: -1.2714 1.1694 1.6327  -0.78
H: 0.5025 2.5144 -0.2270  0.31
H: -0.2791 -2.2056 1.8982  0.31

---

- Look up the total charge of the sixth one.
  -1

---

- Look up the total charge of the second one.
  0

---

- Look up the ΔE to the lowest compared entry with this formula, charge and spin of the first one.
  279.9 kcal/mol